Entry from OMol25: a structure of composition C26H43F5MoP2 at a distorted geometry (the ωB97M-V functional and the def2-TZVPD basis).

The value obtained for the calculated total energy is -2265.74087 a.u. Its spin multiplicity is 3. The value obtained for the frontier orbital gap (spin up / spin down) is 0.109 / 0.109 hartree. The calculation puts the energy relative to the best compared isomer or geometry (same formula, charge and spin) at 240.3 kcal per mole. The charge is +2.

The geometry in XYZ format:
```
77
Properties=species:S:1:pos:R:3:lowdin_charge:R:1
Mo -0.825 0.763 -4.445 1.47
C -0.614 -2.253 0.380 -0.16
C 0.721 -2.309 -0.108 -0.13
C 0.602 -0.638 1.472 -0.13
C -0.692 -1.186 1.315 -0.13
C 1.483 -1.349 0.610 -0.14
C -1.754 -3.107 -0.009 -0.02
H -1.454 -3.878 -0.726 0.09
H -2.563 -2.508 -0.454 0.06
H -2.180 -3.619 0.869 0.12
C -1.902 -0.763 2.044 0.01
H -2.814 -1.071 1.522 0.09
H -1.929 0.326 2.155 0.07
H -1.938 -1.196 3.055 0.12
C 0.968 0.437 2.415 0.00
H 1.135 0.027 3.423 0.12
H 0.166 1.183 2.489 0.07
H 1.885 0.950 2.104 0.07
C 2.941 -1.153 0.497 -0.03
H 3.488 -1.739 1.252 0.12
H 3.210 -0.098 0.641 0.03
H 3.308 -1.472 -0.484 0.09
C 1.247 -3.205 -1.155 0.00
H 1.741 -4.087 -0.718 0.12
H 1.996 -2.690 -1.774 0.09
H 0.451 -3.562 -1.819 0.07
C -1.783 1.542 -6.013 -0.31
C -2.080 0.107 -5.870 -0.37
C -1.382 -0.928 -6.734 -0.18
C 0.142 -1.052 -6.486 -0.17
C 0.640 -0.288 -5.272 -0.33
C 0.911 1.156 -5.372 -0.31
C 0.678 1.876 -6.679 -0.17
C -0.815 1.987 -7.090 -0.17
H -1.568 -0.751 -7.810 0.13
H 0.694 -0.785 -7.406 0.13
H -1.838 -1.914 -6.543 0.10
H -0.975 1.450 -8.042 0.12
H -2.628 2.218 -5.830 0.13
H -3.120 -0.138 -5.647 0.10
H -1.029 3.041 -7.328 0.12
H 1.079 2.898 -6.595 0.12
H 1.736 1.551 -4.776 0.10
H 1.251 1.423 -7.506 0.13
H 0.378 -2.121 -6.339 0.12
H 1.295 -0.876 -4.624 0.12
P -1.998 -0.888 -2.614 0.89
P 2.371 1.919 -0.777 0.87
C -0.102 1.918 -2.520 -0.30
C 1.139 2.666 -2.034 -0.44
H -0.646 1.438 -1.687 -0.04
H -0.789 2.672 -3.002 0.05
H 1.727 3.017 -2.898 0.06
H 0.815 3.560 -1.467 0.06
C 3.237 3.403 -0.125 -0.28
H 3.993 3.089 0.607 0.05
H 2.515 4.050 0.387 0.03
H 3.734 3.950 -0.938 0.05
C 3.601 1.414 -2.053 -0.30
H 3.913 2.310 -2.610 0.05
H 3.121 0.696 -2.731 0.02
H 4.482 0.940 -1.595 0.05
C -3.746 -0.347 -2.628 -0.32
H -4.299 -1.053 -1.994 0.05
H -4.167 -0.316 -3.638 0.05
H -3.812 0.651 -2.166 0.03
C -2.255 -2.518 -3.409 -0.32
H -1.350 -3.132 -3.262 0.03
H -2.434 -2.409 -4.485 0.03
H -3.102 -3.033 -2.935 0.05
F -2.640 3.715 -0.947 0.14
C -2.302 2.809 -0.006 -0.13
F -3.389 2.066 0.281 0.14
C -1.685 3.452 1.208 -0.52
F -2.374 4.549 1.592 0.19
F -1.706 2.578 2.249 0.13
F -0.388 3.830 0.991 0.13
```

***

Entry from OMol25: a structure of composition C26H43HfN7O2P at a distorted geometry (the ωB97M-V functional and the def2-TZVPD basis).

The value obtained for the calculated total energy is -1938.86655 a.u. The value obtained for the frontier orbital gap is 0.290 hartree. The calculation puts the energy relative to the best compared isomer or geometry (same formula, charge and spin) at 5.9 kcal per mole. The charge is +3.

The geometry in XYZ format:
```
80
Properties=species:S:1:pos:R:3:lowdin_charge:R:1
Hf 0.429 -0.599 0.291 1.62
O 2.189 0.397 0.679 -0.09
C 2.356 0.317 -0.585 -0.70
O 1.969 -0.788 -1.099 -0.12
C 2.346 1.535 -1.378 -0.10
P 0.378 1.599 -1.314 1.08
C 0.157 3.329 -0.802 -0.37
C -0.302 3.589 0.489 -0.11
C -0.439 4.897 0.922 -0.05
C -0.108 5.943 0.071 -0.03
C 0.381 5.686 -1.202 -0.03
C 0.518 4.381 -1.645 -0.07
C -0.066 1.587 -3.082 -0.36
C 0.618 0.776 -3.988 -0.09
C 0.302 0.831 -5.335 -0.05
C -0.719 1.654 -5.783 -0.03
C -1.428 2.430 -4.878 -0.04
C -1.107 2.400 -3.533 -0.10
H 2.713 1.434 -2.396 0.11
H 2.783 2.385 -0.854 0.12
H -0.535 2.744 1.140 0.08
H -0.800 5.112 1.915 0.12
H -0.225 6.963 0.403 0.13
H 0.655 6.508 -1.845 0.13
H 0.903 4.181 -2.635 0.12
H 1.412 0.121 -3.656 0.09
H 0.872 0.247 -6.041 0.12
H -0.955 1.698 -6.834 0.12
H -2.213 3.082 -5.223 0.12
H -1.644 3.032 -2.841 0.11
C -3.188 0.163 1.950 -0.01
C -3.050 -0.788 0.765 -0.59
C -2.680 -2.187 1.249 -0.04
C -4.340 -0.816 -0.051 -0.02
N -1.909 -0.347 -0.139 -0.17
N -2.100 0.931 -0.772 -0.01
H -4.136 -0.025 2.448 0.11
H -3.199 1.208 1.648 0.08
H -2.401 -0.001 2.679 0.06
H -3.382 -2.496 2.019 0.11
H -1.674 -2.198 1.682 0.05
H -2.738 -2.912 0.440 0.09
H -5.123 -1.308 0.517 0.11
H -4.211 -1.370 -0.980 0.10
H -4.688 0.188 -0.280 0.09
H -1.928 -1.031 -0.912 0.11
H -2.374 1.625 -0.075 0.09
H -2.852 0.899 -1.464 0.12
C 1.384 -4.329 -3.305 0.02
N 0.511 -4.458 -2.146 -0.15
C -0.034 -5.786 -1.896 0.02
C 0.242 -3.463 -1.410 -0.18
N -0.025 -2.544 -0.726 0.09
H 0.826 -4.573 -4.211 0.12
H 2.221 -5.023 -3.209 0.12
H 1.773 -3.318 -3.385 0.10
H -0.692 -6.079 -2.718 0.12
H -0.596 -5.819 -0.966 0.11
H 0.789 -6.500 -1.844 0.11
C 1.751 -2.701 2.003 -0.06
N 2.147 -1.642 2.906 -0.14
C 3.584 -1.569 3.132 -0.01
C 1.303 -0.622 3.181 -0.40
N 0.234 -0.439 2.364 -0.02
N 1.483 0.130 4.265 -0.11
C 0.830 1.419 4.417 -0.01
C 2.195 -0.313 5.451 -0.01
H 2.303 -3.599 2.294 0.13
H 2.009 -2.464 0.950 0.06
H 0.683 -2.922 2.115 0.09
H 4.103 -1.690 2.179 0.11
H 3.922 -2.358 3.806 0.11
H 3.859 -0.601 3.535 0.10
H -0.402 0.229 2.801 0.06
H 0.728 1.920 3.454 0.09
H 1.459 2.044 5.050 0.11
H -0.144 1.332 4.906 0.11
H 2.402 -1.376 5.407 0.10
H 1.556 -0.129 6.315 0.12
H 3.126 0.236 5.594 0.11
```